Molecular formula: C20H24B2Ba2Br12O16
Method: DFT, the ωB97M-V functional and the def2-TZVPD basis

Structure (XYZ):
```
76
C20H24B2Ba2Br12O16 the ωB97M-V functional and the def2-TZVPD basis
Ba -8.63 11.47 -0.11
Ba -12.89 6.26 -0.38
O -13.50 12.52 -6.89
C -12.77 11.75 -6.36
O -12.73 11.42 -5.07
B -11.72 10.36 -4.87
O -11.19 10.02 -6.20
C -11.65 10.92 -7.07
O -11.27 10.98 -8.19
O -12.38 9.17 -4.24
C -11.76 8.91 -3.16
O -12.01 8.09 -2.29
C -10.64 9.93 -2.94
O -10.69 10.79 -3.91
O -10.02 10.00 -1.90
O -13.93 11.95 6.42
C -13.24 11.41 5.64
O -13.44 11.26 4.33
B -12.46 10.40 3.71
O -11.69 9.87 4.82
C -11.94 10.54 5.94
O -11.42 10.43 6.99
O -13.15 9.34 2.88
C -12.75 9.43 1.67
O -12.93 8.62 0.78
C -11.82 10.69 1.55
O -11.63 11.14 2.74
O -11.23 11.10 0.57
Br -14.02 11.15 -1.92
C -15.46 11.77 -3.15
C -15.52 13.28 -3.21
Br -17.09 13.82 -4.20
H -16.38 11.23 -2.93
H -15.08 11.44 -4.11
H -14.62 13.67 -3.67
H -15.51 13.68 -2.19
Br -8.54 7.08 -5.00
C -7.39 8.46 -5.74
C -8.05 9.10 -6.94
Br -6.85 10.23 -7.99
H -6.39 8.11 -5.95
H -7.28 9.12 -4.87
H -8.90 9.75 -6.76
H -8.53 8.35 -7.56
Br -9.14 10.42 -12.21
C -10.73 10.63 -11.04
C -12.00 10.10 -11.63
Br -12.66 11.30 -13.06
H -10.84 11.71 -11.03
H -10.45 10.29 -10.05
H -12.73 9.92 -10.84
H -11.90 9.15 -12.16
Br -10.97 7.23 -8.46
C -12.40 6.87 -7.23
C -11.84 6.54 -5.84
Br -13.43 6.10 -4.78
H -12.98 6.06 -7.66
H -13.03 7.76 -7.21
H -11.37 7.41 -5.42
H -11.17 5.69 -5.92
Br -10.15 13.31 -1.91
C -11.50 14.13 -3.18
C -12.34 15.28 -2.61
Br -13.01 14.84 -0.82
H -12.07 13.26 -3.51
H -10.86 14.43 -4.00
H -13.16 15.48 -3.29
H -11.65 16.12 -2.53
Br -11.98 15.45 -6.33
C -12.48 15.76 -8.22
C -11.89 14.60 -9.08
Br -12.91 14.45 -10.73
H -12.08 16.67 -8.65
H -13.56 15.77 -8.27
H -11.89 13.75 -8.41
H -10.86 14.84 -9.34
```

Summary:
Spin multiplicity: 1
ΔE to the lowest compared entry with this formula, charge and spin (kJ/mol): 348.21
Total charge: +2

Molecular formula: C5H7NO
Method: DFT, the ωB97M-V functional and the def2-TZVPD basis

Structure (XYZ):
```
14
C5H7NO the ωB97M-V functional and the def2-TZVPD basis
H -0.06 1.47 1.51
N -0.92 2.01 1.44
C -1.35 2.02 0.25
O -0.83 1.45 -0.87
C 0.39 0.79 -0.76
C 0.47 -0.47 -0.40
C -0.21 -1.70 0.02
C 1.30 -1.66 -0.17
H -2.27 2.55 -0.02
H 1.25 1.40 -1.03
H -0.81 -2.24 -0.71
H -0.60 -1.75 1.04
H 1.93 -1.68 0.72
H 1.72 -2.17 -1.03
```

Summary:
Spin multiplicity: 1
ΔE to the lowest compared entry with this formula, charge and spin (kJ/mol): 257.94
Structure (SMILES): [H]/N=C\OC=C1CC1

Molecular formula: CH2I3P
Method: DFT, the ωB97M-V functional and the def2-TZVPD basis

Structure (XYZ):
```
7
CH2I3P the ωB97M-V functional and the def2-TZVPD basis
C 1.31 0.29 -0.15
P -0.52 -0.13 -0.08
I 2.03 -0.30 1.79
I -3.66 -1.17 0.06
I 2.49 0.07 -1.80
H -0.80 0.96 -1.04
H -0.86 0.27 1.22
```

Summary:
Spin multiplicity: 1
ΔE to the lowest compared entry with this formula, charge and spin (kJ/mol): 198.39